Record 1
Density functional theory data (ωB97M-V/def2-TZVPD) for a structure of composition C13H19MnP2 at a distorted geometry.

Geometry as XYZ:
```
35
Properties=species:S:1:pos:R:3:forces:R:3
C 1.29843 -2.64071 0.52563 -0.1 -0.5 0.6
C 0.91590 -3.00609 1.87269 1.1 0.4 -1.2
C -0.30006 -3.75252 1.85177 0.1 1.2 -1.5
C -0.71629 -3.76244 0.49808 0.1 0.3 -0.4
C 0.24017 -3.04771 -0.35517 0.6 -1.3 0.5
Mn 0.61241 -0.48314 -1.81955 0.5 -0.7 1.5
P 3.15321 -0.22916 -1.83952 0.1 -0.2 -0.4
H 2.29932 -2.30247 0.11464 -1.2 -0.3 1.0
H 1.54425 -2.80945 2.74057 -0.2 -0.1 -0.1
H -0.86457 -4.10434 2.72229 0.3 0.1 -0.5
H 0.51974 -3.37385 -1.39787 -0.7 0.4 0.9
H -1.64474 -4.20654 0.13121 0.3 0.0 0.1
H 3.94254 -0.58581 -2.97916 -0.1 -0.1 0.4
H 4.12712 -0.56862 -0.83885 -0.6 0.0 -0.4
H 3.54596 1.10412 -1.92569 0.0 0.4 0.1
C 0.81170 0.75735 1.82258 -0.1 0.9 0.1
P -0.19041 0.18665 0.41366 0.0 -1.4 -1.1
C -1.65535 -0.59441 1.16919 -0.6 0.3 0.0
C -0.85087 1.61452 -0.48516 0.2 1.3 1.1
C -0.18294 2.82249 -0.20700 -0.1 0.7 -0.7
C -0.59300 4.00926 -0.81750 -0.4 0.2 -0.1
C -1.70837 4.01310 -1.67212 0.0 -0.3 0.1
C -2.36868 2.80940 -1.95089 0.0 -0.1 0.1
C -1.94101 1.60736 -1.37610 0.7 0.1 0.2
H 1.03028 -0.07768 2.50038 -0.2 0.1 -0.4
H 0.24071 1.54221 2.36239 0.5 -0.3 -0.1
H 1.77124 1.16347 1.45526 -0.4 -0.1 0.2
H -2.41767 0.16587 1.41587 0.3 -0.2 -0.1
H -2.07166 -1.31477 0.45329 0.1 0.2 0.3
H -1.39944 -1.14571 2.07818 0.2 0.0 -0.3
H 0.68700 2.86703 0.46052 -0.5 -0.1 -0.2
H -0.09074 4.95813 -0.58803 -0.2 -0.5 -0.1
H -2.08766 4.94352 -2.10950 0.3 -0.4 0.2
H -3.25076 2.78781 -2.59749 0.4 0.1 0.1
H -2.40577 0.65313 -1.62861 -0.2 0.3 0.1
```
Forces are in eV/Å.

E_LUMO (alpha / beta) ... -0.78 / -0.83 eV
Relative energy (zero: lowest compared OMol25 entry of this formula, charge and spin) ... 9.34 kcal/mol
Frontier orbital gap (alpha / beta) ... 5.36 / 5.29 eV
<S²> ... 6.06
2S+1 ... 5
Total charge ... 0
DFT total energy ... -2340.262186 Ha
E_HOMO (alpha / beta) ... -0.22591 / -0.22478 hartree

Record 2
Density functional theory data (ωB97M-V/def2-TZVPD) for a cluster of 2 separate species, C3H4N2O in total at a distorted geometry.

Geometry as XYZ:
```
10
Properties=species:S:1:pos:R:3:forces:R:3
C 1.74980 -0.52978 2.09425 1.4 0.4 0.5
C 0.68732 0.02373 1.30342 -4.2 -3.3 0.8
C 0.67216 0.65071 -0.00162 0.9 1.7 0.7
N 2.68221 -0.88400 2.68297 -1.1 0.1 -0.5
N -0.39945 0.31749 -0.79338 1.6 -2.8 -0.4
O 0.38825 1.36772 1.22905 -0.2 0.1 -0.3
H -0.61298 -0.76502 1.36448 4.2 2.1 0.1
H 1.55351 1.10685 -0.47254 0.0 -0.7 0.2
H -0.07848 -0.26692 -1.54190 -0.4 -0.1 -0.5
H -1.11801 0.89345 -0.99844 -2.3 2.5 -0.7
```
Forces are in eV/Å.

E_LUMO ... 0.72 eV
Relative energy (zero: lowest compared OMol25 entry of this formula, charge and spin) ... 98.10 kcal/mol
Frontier orbital gap ... 10.73 eV
Total charge ... 0
DFT total energy ... -301.330893 Ha
E_HOMO ... -0.36786 hartree

Record 3
Density functional theory data (ωB97M-V/def2-TZVPD) for a structure of composition C5H12O15V3 at a distorted geometry.

Geometry as XYZ:
```
35
Properties=species:S:1:pos:R:3:forces:R:3
O -0.83359 3.69432 2.79766 1.0 -1.4 -1.7
V -0.00790 2.70072 1.84886 -1.2 0.0 2.4
O 1.43750 3.28124 1.77201 -0.3 -0.3 -0.2
O -4.36622 0.38135 -0.06436 1.3 1.3 -0.4
V -3.26096 1.50396 -0.32292 -1.4 -1.3 0.4
O -3.91344 2.85600 0.12316 0.3 -0.2 0.1
O 0.54649 -0.01208 -2.73316 0.7 -0.4 -0.4
V -0.05225 1.25477 -2.09200 0.3 3.1 0.3
O 0.86836 2.57070 -2.42223 -1.5 -3.0 0.7
C -2.52773 2.20711 -2.91973 2.7 -2.5 4.3
O -1.95112 2.65211 -1.93444 2.6 5.2 4.1
O -1.84775 1.40240 -3.53473 4.0 -2.5 -6.5
O -3.53896 1.59759 -2.66452 -8.4 -1.5 -0.2
C -0.90065 0.49768 0.43517 -4.6 4.3 -2.2
O -1.46271 0.09327 -0.57389 -2.9 -4.5 -4.2
O 0.10980 1.09178 0.18654 10.6 2.5 -0.5
O -1.63955 1.20325 1.18081 -3.3 0.6 4.9
O -2.39344 -1.77200 -2.37002 0.0 -0.1 -0.4
H -2.98740 -2.36826 -1.91403 -0.2 -0.1 0.0
H -1.93750 -1.30529 -1.66964 0.1 0.0 0.2
O 0.20730 1.01541 3.42311 0.3 0.8 -0.7
H -0.48206 0.41225 3.70096 -0.6 0.1 0.0
H 1.00086 0.48050 3.40399 0.6 -0.1 -0.1
C 3.80280 -2.64611 0.41111 0.8 -0.3 -0.8
C 2.51865 -1.90852 0.13608 -2.3 1.2 1.9
C 1.28392 -2.36281 0.91057 0.4 -2.0 0.5
O 2.68640 -0.57365 0.63112 1.3 0.7 -0.1
H 3.79297 -3.71516 0.19865 -0.3 0.1 -0.6
H 4.26145 -2.63788 1.39989 -0.8 0.7 0.5
H 4.54926 -2.15195 -0.21075 0.2 -0.3 -0.2
H 2.11978 -1.88332 -0.87800 1.1 -0.1 -0.6
H 0.92873 -3.29046 0.46179 -0.5 0.0 0.0
H 0.47059 -1.64146 0.98952 0.1 0.1 -0.5
H 1.54765 -2.63364 1.93292 0.1 0.1 0.2
H 1.97088 0.00628 0.36033 -0.1 -0.2 -0.3
```
Forces are in eV/Å.

E_LUMO (alpha / beta) ... -2.70 / -3.84 eV
Frontier orbital gap (alpha / beta) ... 7.71 / 6.58 eV
<S²> ... 0.76
2S+1 ... 2
Total charge ... 0
DFT total energy ... -4158.213902 Ha
E_HOMO (alpha / beta) ... -0.38278 / -0.38278 hartree

Record 4
Density functional theory data (ωB97M-V/def2-TZVPD) for a structure of composition C4H7N3O at a distorted geometry.

Geometry as XYZ:
```
15
Properties=species:S:1:pos:R:3:forces:R:3
C 1.08340 0.44764 0.14848 3.0 2.7 -1.3
C 1.71476 -0.76899 0.15648 5.1 3.3 0.1
C -0.27575 0.12748 0.05005 -4.2 0.8 -0.8
C -1.69243 0.95751 0.21550 -0.7 0.6 1.3
H 2.27756 2.33424 1.17612 -1.3 -1.6 -4.2
H 2.98486 1.66057 -1.26773 -3.6 -0.2 3.4
H 2.77204 -1.18244 0.11074 -1.2 1.4 0.4
H 1.11433 -2.53961 1.01746 -1.5 2.4 -4.4
H -1.86660 1.22527 1.59979 0.7 -0.9 -4.5
H -1.83537 2.21894 -0.38992 0.6 -4.4 1.7
H -2.48986 -0.72508 -0.79540 -0.1 1.8 1.6
N 1.67803 1.76146 -0.26596 3.1 0.4 2.5
N 0.84866 -1.63739 -0.10368 -3.6 -8.7 2.9
N -0.46101 -1.17733 -0.18392 1.5 0.9 1.9
O -2.79959 -0.02512 -0.12489 2.2 1.3 -0.5
```
Forces are in eV/Å.

E_LUMO ... -0.76 eV
Relative energy (zero: lowest compared OMol25 entry of this formula, charge and spin) ... 308.41 kcal/mol
Frontier orbital gap ... 8.17 eV
Total charge ... 0
DFT total energy ... -395.656929 Ha
E_HOMO ... -0.32828 hartree

Q: Which value of total charge does entry 3 give?
A: 0